1.
Molecular formula: C11H12CoN2P
Method: DFT, the ωB97M-V functional and the def2-TZVPD basis

Values from the calculation:
Relative energy (zero: lowest compared OMol25 entry of this formula, charge and spin) ... 3.7790 eV
Expectation value of S² ... 6.045
LUMO (spin up / spin down) ... -0.299 / -1.825 eV
Orbital gap (spin up / spin down) ... 4.881 / 6.271 eV

```
! RIJCOSX wB97M-V def2-TZVPD def2/J DEFGRID3
* xyz 0 5
C -2.59975 -1.14609 -0.93616
C -2.01592 -2.27121 -1.61981
C -1.45671 -3.09920 -0.64332
C -1.86296 -2.67680 0.61757
C -2.51878 -1.42293 0.48280
Co -0.40688 1.66130 0.48001
P -1.98457 2.96479 -0.10333
H -2.95250 -0.22421 -1.41349
H -1.95957 -2.36525 -2.68879
H -0.94946 -4.02809 -0.85293
H -2.70727 -0.70834 1.29046
H -1.63835 -3.14783 1.56933
H -3.03941 3.04962 0.97115
H -2.61785 2.88781 -1.42517
H -0.74029 3.80839 -0.02076
N 3.82559 1.00539 3.59248
C 3.34514 0.81223 2.54243
C 2.72555 0.62352 1.26117
C 3.47870 0.76665 0.08094
C 2.84506 0.54394 -1.14120
C 1.47342 0.31505 -1.19327
N 0.73677 0.47489 -0.06203
C 1.35010 0.44727 1.20814
H 4.54821 1.02874 0.12800
H 3.40412 0.58329 -2.06819
H 0.94798 0.04956 -2.10641
H 0.76961 0.06750 2.05038
*
```

2.
Molecular formula: C17H47Ag3N4O5
Method: DFT, the ωB97M-V functional and the def2-TZVPD basis

Values from the calculation:
LUMO ... -8.989 eV
Orbital gap ... 4.131 eV

```
! RIJCOSX wB97M-V def2-TZVPD def2/J DEFGRID3
* xyz 2 1
Ag 2.64635 2.04579 -3.29348
Ag -0.25695 1.19236 -4.34706
Ag -0.26199 3.91065 -1.95318
C 0.03311 0.72229 -1.28075
O 0.60395 1.60727 -2.25080
H -0.99879 1.01891 -1.07867
H 0.05915 -0.32391 -1.57698
H 0.60336 0.73918 -0.34630
C -3.77234 1.88418 0.00413
C -2.96751 3.10828 0.46654
C -1.87462 2.84575 1.45065
O -2.51092 2.47651 2.64067
C -1.68788 1.95011 3.67265
N -2.40166 3.84545 -0.70217
H -3.21979 0.99413 0.30494
H -3.86681 1.87516 -1.08149
H -4.75986 1.95315 0.44449
H -3.63756 3.82548 0.95354
H -1.27555 3.75400 1.62269
H -1.25104 2.00849 1.08681
H -0.71855 1.64314 3.27953
H -2.20780 1.16661 4.21444
H -1.51776 2.75664 4.39735
H -2.01276 4.73830 -0.39258
H -3.14571 4.17140 -1.31398
C 0.48513 -4.63508 -3.19099
C 1.01320 -3.38665 -2.52299
C 2.48784 -3.45522 -2.18238
O 2.91656 -2.21477 -1.64976
C 4.04284 -2.30880 -0.77679
N 0.72427 -2.20103 -3.37052
H 0.89932 -5.54819 -2.75800
H 0.76578 -4.61073 -4.24673
H -0.59839 -4.73441 -3.16053
H 0.50879 -3.18311 -1.57227
H 3.12978 -3.70381 -3.04469
H 2.64443 -4.30236 -1.50163
H 4.43368 -3.31811 -0.67910
H 3.74161 -1.95546 0.21486
H 4.80076 -1.60871 -1.13149
H 0.48979 -1.37266 -2.84809
H 1.54939 -1.95046 -3.90654
C 2.24503 5.15642 1.76233
C 2.41559 3.83581 1.01833
C 2.05086 2.62265 1.81375
O 2.35539 1.48300 1.01751
C 2.09698 0.27191 1.68896
N 1.66969 3.85085 -0.27444
H 2.62148 5.12890 2.78580
H 1.18622 5.41063 1.83661
H 2.82918 5.93223 1.26854
H 3.47894 3.77094 0.76286
H 1.01078 2.59752 2.15197
H 2.66185 2.63960 2.72560
H 2.93221 -0.05315 2.31414
H 1.98565 -0.50685 0.92323
H 1.16136 0.23954 2.25531
H 2.19353 4.42627 -0.93367
H 1.72110 2.90869 -0.66673
C -2.71957 -2.09187 -0.95921
C -2.26937 -3.26661 -0.07755
C -1.92108 -2.74670 1.31758
O -1.04242 -3.62027 1.98967
C 0.20986 -3.08644 2.34016
N -3.36123 -4.22891 0.03966
H -3.25707 -2.49095 -1.81805
H -1.87229 -1.46899 -1.23798
H -3.42470 -1.51351 -0.35464
H -1.29064 -3.63475 -0.42834
H -2.81703 -2.65012 1.94268
H -1.51267 -1.72221 1.26405
H 0.13923 -2.39002 3.18233
H 0.73672 -2.67573 1.46787
H 0.81365 -3.92720 2.68842
H -3.01311 -5.07564 0.48254
H -3.64898 -4.54483 -0.88265
*
```

3.
Molecular formula: C4H10O2
Method: DFT, the ωB97M-V functional and the def2-TZVPD basis

Values from the calculation:
Relative energy (zero: lowest compared OMol25 entry of this formula, charge and spin) ... 2.3901 eV
LUMO ... 1.083 eV
Orbital gap ... 10.952 eV
SMILES string ... COCCOC

```
! RIJCOSX wB97M-V def2-TZVPD def2/J DEFGRID3
* xyz 0 1
C -2.03001 1.98811 0.91060
O -1.55758 0.80510 0.32105
C -0.20593 0.51104 0.60621
C 0.14253 -0.74707 -0.21310
O 1.48696 -0.65310 -0.67743
C 2.00155 -1.64478 -1.56133
H -3.06731 2.10870 0.58494
H -2.00572 1.94334 2.01094
H -1.45223 2.86752 0.58395
H 0.45360 1.33692 0.29597
H -0.07265 0.37313 1.69393
H -0.00757 -1.65864 0.38442
H -0.59504 -0.75912 -1.02915
H 3.06294 -2.09286 -1.30578
H 1.63530 -2.64846 -1.43421
H 1.87510 -1.23568 -2.58705
*
```

4.
Molecular formula: C3H5ClO2
Method: DFT, the ωB97M-V functional and the def2-TZVPD basis

Values from the calculation:
Relative energy (zero: lowest compared OMol25 entry of this formula, charge and spin) ... 4.5133 eV
LUMO (spin up / spin down) ... 0.790 / -1.084 eV
Orbital gap (spin up / spin down) ... 9.728 / 6.266 eV

```
! RIJCOSX wB97M-V def2-TZVPD def2/J DEFGRID3
* xyz 0 1
C -0.88280 0.01135 0.29272
C 0.60981 -0.21675 0.07626
C -3.23190 -1.47695 -1.08559
O -1.41590 1.09540 -0.29657
O -4.21740 -0.97623 -1.45411
Cl -2.95195 -3.18370 -0.73850
H -1.40943 0.00589 1.21321
H 0.65056 -1.24589 -0.07611
H 1.00993 0.09733 0.97279
H 1.11864 0.41881 -0.70362
H -1.06290 1.04792 -1.19484
*
```

5.
Molecular formula: C4H8N2O
Method: DFT, the ωB97M-V functional and the def2-TZVPD basis

Values from the calculation:
Relative energy (zero: lowest compared OMol25 entry of this formula, charge and spin) ... 8.2425 eV
LUMO (spin up / spin down) ... -0.979 / -0.979 eV
Orbital gap (spin up / spin down) ... 6.932 / 6.933 eV
SMILES string ... [H]/N=C\C=C.[H]/N=C\O

```
! RIJCOSX wB97M-V def2-TZVPD def2/J DEFGRID3
* xyz 0 1
C 1.00858 0.36548 -0.21218
C 2.08805 -0.15301 -0.92266
O 0.28728 -0.69707 1.22106
H 0.97851 -1.31204 1.53637
H 1.24790 1.23004 0.41300
H 3.05878 0.32716 -0.92206
H 1.94724 -0.85426 -1.73723
C -1.40988 -0.84020 1.01720
C -0.23434 0.61776 -1.05697
N -2.61713 -0.74210 1.32706
N -1.00461 1.63736 -0.96604
H -2.90222 0.23140 1.48787
H -0.71742 2.24628 -0.19335
H -1.27985 -1.91709 0.82964
H -0.45091 -0.13970 -1.82173
*
```

6.
Molecular formula: C46H95Ag2N5O8Zn
Method: DFT, the ωB97M-V functional and the def2-TZVPD basis

Values from the calculation:
LUMO ... -9.094 eV
Orbital gap ... 1.654 eV

```
! RIJCOSX wB97M-V def2-TZVPD def2/J DEFGRID3
* xyz 2 1
Zn 3.12367 2.97986 -2.78016
Ag -1.03110 -1.11781 -4.54760
Ag -2.07207 4.46257 -0.09608
C 1.13718 0.53919 -0.09100
O 0.01646 0.55229 -0.49743
O 2.00365 0.17672 -0.87513
O 1.38880 1.74608 0.05837
C 9.26155 4.68366 5.78946
C 8.55636 4.48516 4.41465
C 9.49082 5.00471 3.27784
C 10.77183 4.19440 2.93709
C 10.15150 2.84458 2.46593
C 9.20889 2.14598 3.55347
N 8.17569 3.12689 4.02316
O 7.17035 2.53398 4.81633
C 8.52793 1.01428 2.74292
C 10.05467 1.43380 4.57376
C 7.33628 5.47591 4.34127
H 10.25566 4.26834 5.95481
H 8.62466 4.21868 6.54195
H 9.14495 5.69769 6.17189
H 8.97324 5.14490 2.32887
H 9.71567 6.05548 3.46069
H 11.50383 4.05499 3.73261
H 11.27794 4.79304 2.17973
H 11.05442 2.25156 2.32046
H 9.88076 2.89286 1.41120
H 9.25474 0.31182 2.33503
H 7.81224 0.40714 3.29724
H 7.88778 1.42883 1.96416
H 10.47531 2.07475 5.34860
H 9.42736 0.77179 5.17070
H 10.95955 0.90476 4.27476
H 6.97192 5.54400 3.31624
H 7.65594 6.48923 4.58439
H 6.62391 5.09534 5.07325
H 6.38931 2.78181 4.31616
C -3.86240 -4.93228 2.85593
C -4.23809 -4.69405 4.33415
C -3.68665 -5.90534 5.11461
C -3.56198 -5.76446 6.65695
C -2.62815 -4.63062 6.95616
C -3.12916 -3.22596 6.28617
N -3.61181 -3.43846 4.88670
O -4.06571 -2.31487 4.24187
C -4.25643 -2.73945 7.16603
C -1.94440 -2.22124 6.19934
C -5.74479 -4.65345 4.47903
H -4.06622 -4.05876 2.23664
H -4.33544 -5.81260 2.42077
H -2.81280 -5.09205 2.60909
H -4.35275 -6.76095 5.00339
H -2.77724 -6.27561 4.64134
H -3.13465 -6.65365 7.12046
H -4.49738 -5.55244 7.17481
H -1.65934 -4.93072 6.55685
H -2.52576 -4.62530 8.04133
H -5.11698 -3.40817 7.14618
H -3.93770 -2.57574 8.19544
H -4.78698 -1.84954 6.82737
H -1.22658 -2.57824 5.46083
H -2.23209 -1.21916 5.88127
H -1.38681 -2.06207 7.12231
H -6.04527 -4.38595 5.49207
H -6.20360 -5.59613 4.18078
H -6.33647 -3.96323 3.87770
H -3.32410 -2.12752 3.66177
C -5.63768 -1.24349 -10.14284
C -4.53455 -0.59386 -9.29231
C -4.00479 0.70031 -9.96546
C -5.02274 1.78940 -10.03675
C -5.51584 2.17516 -8.59518
C -6.01396 0.98715 -7.72785
N -5.12179 -0.19570 -7.95736
O -5.52152 -1.23592 -7.15067
C -5.93502 1.46065 -6.24560
C -7.47521 0.65610 -8.12558
C -3.29586 -1.58898 -9.10926
H -6.44244 -0.60716 -10.51102
H -6.15443 -2.07411 -9.66206
H -5.06203 -1.70424 -10.94562
H -3.18476 1.09726 -9.36705
H -3.53929 0.45618 -10.92035
H -5.84864 1.37672 -10.61613
H -4.68522 2.62241 -10.65342
H -6.35398 2.84535 -8.78612
H -4.74957 2.76421 -8.09124
H -6.65854 0.91686 -5.63824
H -5.03409 1.02441 -5.81417
H -5.96398 2.54582 -6.14721
H -7.94942 -0.11012 -7.51227
H -8.07953 1.55489 -8.00274
H -7.63346 0.51451 -9.19469
H -2.82174 -2.01010 -9.99581
H -3.53082 -2.40853 -8.43010
H -2.52087 -1.04010 -8.57426
H -6.35785 -1.47898 -7.55447
C -6.37125 5.52661 2.76896
C -5.93091 6.61356 3.84063
C -5.78340 5.84274 5.22121
C -4.93039 6.58280 6.26720
C -3.59378 7.02435 5.72672
C -3.75818 7.92783 4.52806
N -4.65045 7.25924 3.54539
O -4.54432 7.77638 2.22735
C -4.26648 9.37123 4.94559
C -2.30535 8.02376 3.91298
C -7.06682 7.59164 3.90770
H -7.34703 5.12001 3.03473
H -5.66487 4.70295 2.66534
H -6.29311 6.02787 1.80422
H -6.72627 5.61836 5.71993
H -5.33674 4.86007 5.06970
H -4.73426 5.90055 7.09433
H -5.40319 7.37088 6.85329
H -3.08288 6.11122 5.42133
H -2.99994 7.44690 6.53721
H -3.63888 9.91690 5.65019
H -4.37097 10.06823 4.11409
H -5.24784 9.37953 5.41993
H -1.93568 7.13569 3.40036
H -2.28072 8.72546 3.07924
H -1.53319 8.19966 4.66191
H -6.94703 8.19813 4.80545
H -7.95893 7.02671 4.17807
H -7.22199 8.21059 3.02401
H -5.11774 8.54286 2.15475
C 6.74327 -6.03611 -4.62425
C 5.66513 -6.72627 -5.55905
C 5.99590 -8.24285 -5.67650
C 5.52087 -8.97871 -4.34530
C 4.06190 -8.82654 -4.26496
C 3.55992 -7.31666 -4.16308
N 4.24636 -6.46053 -5.11637
O 3.94116 -5.10415 -4.94219
C 2.05861 -7.31741 -4.52838
C 3.79184 -6.80708 -2.70239
C 5.64026 -6.13865 -7.00682
H 7.66225 -6.31213 -5.14131
H 6.79309 -6.41882 -3.60486
H 6.74163 -4.94859 -4.55079
H 5.51391 -8.68126 -6.55034
H 7.02613 -8.53345 -5.88214
H 5.92980 -8.35534 -3.55014
H 5.83436 -9.99848 -4.12189
H 3.91310 -9.15474 -3.23625
H 3.40929 -9.47460 -4.84995
H 1.54187 -6.39012 -4.28095
H 1.97941 -7.43302 -5.60933
H 1.44250 -8.06907 -4.03490
H 4.83570 -6.58337 -2.48228
H 3.19097 -5.93067 -2.45963
H 3.51221 -7.59355 -2.00141
H 5.94769 -5.09651 -6.91994
H 4.67941 -6.28532 -7.50011
H 6.36884 -6.63211 -7.65008
H 4.47093 -4.87392 -4.17542
*
```